C28H25MnN6O8 as an isolated structure at a distorted geometry. Source: the Open Molecules 2025 dataset; level of theory: ωB97M-V/def2-TZVPD.

The value obtained for the HOMO energy (alpha / beta) is -11.131 / -11.569 eV. Its HOMO-LUMO gap (alpha / beta) is 7.680 / 8.082 eV. For the energy relative to the best compared isomer or geometry (same formula, charge and spin), the calculation gives 0.0 kcal/mol. As for the total energy: -86081.1658 eV. The expectation value of S² is 8.754.

```
! RIJCOSX wB97M-V def2-TZVPD def2/J DEFGRID3
* xyz 1 6
H 4.403 -1.108 -0.355
H 4.322 -0.110 -2.573
O 1.778 1.998 3.758
C 4.268 -0.044 -0.326
H -1.960 5.588 -0.202
C -0.209 -1.423 -2.991
C -2.344 -0.515 3.045
N -0.170 4.926 -1.277
C 0.371 6.237 -1.769
C -0.757 0.182 -5.067
C -1.368 4.802 -0.586
C -0.758 -1.190 -5.281
H -1.317 -6.786 2.066
H -1.081 0.855 -5.926
C -0.516 0.706 -3.790
H 0.146 6.272 -2.859
H -2.330 -5.102 1.344
H -3.190 -1.232 3.093
H -0.966 -1.649 -6.263
N 0.070 -1.738 -0.592
H 5.013 0.368 0.323
O -4.158 -0.333 0.810
H 0.056 -3.301 -1.932
C 0.586 -2.526 1.703
H -1.913 -0.676 5.156
C -1.622 3.470 -0.477
O 1.060 2.866 1.752
C -0.110 0.979 2.787
C -2.008 0.092 1.824
N -0.365 -0.113 -2.743
C -0.025 -2.218 -1.770
C -0.444 0.495 4.070
C 2.737 1.051 -1.818
N -0.847 0.727 1.684
C -0.129 -2.573 0.518
H 4.877 1.433 -1.829
C -0.829 -5.613 3.541
O -2.509 0.305 -0.532
H 0.153 0.761 4.920
H -0.387 -3.130 -4.280
C 0.942 2.043 2.659
H 1.349 -1.743 1.799
H 0.892 -3.400 3.646
H -1.839 -3.438 -0.476
C -1.187 -3.504 0.391
H -2.520 2.994 -0.102
C -1.506 -4.369 1.426
H -0.225 6.989 -1.288
H -4.389 -0.262 1.751
O -1.359 -6.765 3.022
O 2.527 0.005 1.450
N -0.565 2.740 -1.030
O 2.229 1.638 -2.772
H 1.424 6.364 -1.562
C -0.669 -4.442 2.541
C -0.403 -2.015 -4.253
C 0.335 -3.439 2.746
C -2.894 0.055 0.618
H 2.455 2.682 3.542
C -1.610 -0.262 4.196
H -0.459 1.799 -3.671
C 0.261 3.642 -1.508
C 4.192 0.594 -1.735
C 2.854 0.154 0.266
O -0.424 -5.546 4.694
Mn -0.082 0.710 -0.733
N 1.973 0.659 -0.711
H 1.168 3.381 -2.064
*
```

These are the Löwdin partial charges, in e, on atoms 1 to 2: 0.112 0.129